# 1
This record from the Open Molecules 2025 dataset describes a structure of composition C42H34N5O7SV. The level of theory is the ωB97M-V functional and the def2-TZVPD basis.

## Properties
DFT total energy: -102395.2941 eV
net charge: +2
max |F|: 0.0110 Eh/bohr
highest occupied orbital energy: -13.661 eV
frontier orbital gap: 6.54 eV
lowest unoccupied orbital energy: -7.12 eV

Atoms and positions in Å:
C  -1.728  0.578  4.880
H  -0.332  -6.199  0.144
H  -2.716  0.429  1.619
H  -4.167  -2.331  4.184
C  -0.281  5.093  -1.505
C  0.607  2.834  -1.533
H  -4.390  -0.999  6.219
C  -0.280  -5.262  -0.392
C  4.466  0.615  1.484
C  2.405  1.892  1.584
C  -0.154  -4.119  -2.525
N  2.622  1.180  -1.903
H  -0.995  1.287  -3.464
C  -3.601  -0.761  5.518
H  -2.830  0.863  6.695
H  2.826  -1.626  -1.994
O  0.602  -0.619  -2.070
H  -2.911  -3.292  0.970
H  0.030  3.272  1.035
C  -4.002  0.954  -1.940
C  -2.464  -1.240  3.453
C  0.974  5.625  -1.754
C  -0.220  -5.273  -1.773
H  0.500  4.466  2.254
C  -1.596  -0.173  3.723
C  3.715  -1.057  -2.222
H  6.934  0.973  -3.106
C  0.520  3.413  1.992
H  -0.344  -4.005  1.344
C  -0.709  0.490  1.545
H  6.958  -1.499  -3.122
H  4.323  -1.448  0.861
H  -1.463  3.358  -1.197
C  -3.583  0.793  -0.637
C  -3.053  1.128  -2.950
C  3.790  -0.529  1.056
H  -0.117  -4.168  -3.604
O  -2.251  -1.920  2.297
C  4.856  1.050  -2.523
H  4.313  2.666  2.100
H  5.538  0.583  1.633
H  -3.384  1.234  -3.974
H  1.108  6.695  -1.841
H  0.424  0.081  3.145
H  -5.053  0.938  -2.187
C  -1.708  1.155  -2.661
O  -0.452  -1.557  -3.794
C  -1.266  1.006  -1.338
C  -2.730  0.283  5.789
C  3.792  1.789  1.743
C  6.047  0.409  -2.853
H  -4.211  -2.490  1.881
N  0.337  0.749  0.742
H  -1.036  1.390  5.065
C  6.052  -0.970  -2.861
H  -6.248  0.610  1.218
H  -0.235  -1.913  0.053
C  -0.465  3.718  -1.395
N  -0.528  0.124  2.812
H  1.877  -1.325  0.536
O  -0.362  -7.568  -1.796
H  4.919  -2.775  -2.588
H  -1.135  5.748  -1.398
C  -3.479  -1.517  4.361
S  4.546  2.760  -2.478
H  0.022  2.846  2.781
C  1.715  0.744  1.103
H  -6.055  1.638  -0.224
N  -1.914  0.624  1.030
H  3.040  5.175  -2.121
H  -3.203  -3.739  2.666
C  -3.210  -2.921  1.945
C  -2.205  0.826  -0.334
C  4.892  -1.694  -2.555
C  -0.279  -4.040  0.264
N  -0.224  -6.578  -2.479
C  2.434  -0.456  0.868
O  1.909  3.076  1.938
O  -0.089  -6.551  -3.681
C  -5.801  0.681  0.232
C  2.056  4.774  -1.909
C  1.868  3.403  -1.808
O  -4.387  0.580  0.432
C  2.936  2.445  -2.031
C  -0.128  -2.901  -1.855
C  3.700  0.338  -2.198
C  -0.049  -1.671  -2.684
H  -6.157  -0.140  -0.392
C  -0.200  -2.863  -0.465
V  0.729  0.804  -1.084

Here are the Löwdin charges for atoms 1 to 2, given in e: -0.005, 0.132



# 2
This record from the Open Molecules 2025 dataset describes a structure of composition C19H20BrF2NO3 in a non-equilibrium geometry. The level of theory is the ωB97M-V functional and the def2-TZVPD basis.

## Properties
DFT total energy: -103121.0009 eV
max |F|: 0.3591 Eh/bohr
highest occupied orbital energy: -8.238 eV
frontier orbital gap: 8.63 eV
lowest unoccupied orbital energy: 0.39 eV

Atoms and positions in Å:
H  1.488  -0.469  -0.130
C  2.723  -2.461  -2.337
H  -0.479  2.079  -0.507
C  0.841  -0.373  0.860
H  3.626  -2.823  -2.357
H  2.048  -3.815  -1.009
C  -1.457  0.062  -2.481
C  0.609  -2.413  -1.149
C  -1.562  0.773  -1.517
C  -0.890  -0.713  3.118
H  1.648  1.302  1.878
C  0.073  -1.336  0.909
H  1.024  2.549  -2.312
C  0.243  1.168  -3.587
C  0.399  1.878  -2.314
H  3.096  1.319  -3.433
H  2.488  -1.218  -4.569
C  1.061  0.615  1.854
C  2.791  -0.946  -2.477
F  -4.209  -0.633  -0.921
H  -0.839  -0.351  -4.495
F  -3.632  -0.499  1.202
H  -2.514  -1.395  -0.405
H  2.449  -2.957  -3.198
O  -2.166  0.552  -0.187
C  1.200  1.394  -4.701
C  -0.831  0.088  -3.569
C  -2.994  -0.613  -0.132
H  0.848  0.536  -5.565
O  2.989  -0.267  -1.652
H  -1.333  -0.807  3.974
Br  0.121  1.616  4.233
N  2.543  -0.532  -3.781
H  -1.382  -2.731  2.237
C  -0.675  1.624  -1.397
H  3.467  0.816  -5.146
C  2.097  -2.916  -1.149
C  2.797  0.986  -4.243
O  -0.244  -2.387  -0.011
H  0.677  -1.357  -1.617
H  0.099  -3.061  -1.960
C  0.220  0.426  2.959
H  -2.354  -0.936  -2.654
H  1.095  2.560  -5.007
H  2.551  -2.211  -0.129
C  -0.749  -1.434  2.101

Here are the natural (NBO) charges for atoms 1 to 2, given in e: 0.240, -0.542



# 3
This record from the Open Molecules 2025 dataset describes an isolated molecule of C5H6N2 in a non-equilibrium geometry. The level of theory is the ωB97M-V functional and the def2-TZVPD basis.

## Properties
DFT total energy: -8257.2408 eV
max |F|: 0.0219 Eh/bohr
highest occupied orbital energy: -8.356 eV
frontier orbital gap: 9.07 eV
lowest unoccupied orbital energy: 0.71 eV

Atoms and positions in Å:
H  -1.112  -1.933  0.191
C  1.315  -0.943  -0.240
N  0.501  0.441  0.172
H  -2.117  -0.661  -0.586
C  1.138  1.627  0.151
C  -1.154  -0.891  -0.127
C  0.093  -0.502  -0.943
H  2.158  -0.494  -0.798
C  -0.722  0.116  0.958
H  -1.372  0.991  1.028
N  1.728  2.624  0.206
H  -0.463  -0.270  1.944
H  0.006  -0.105  -1.956

Here are the natural (NBO) charges for atoms 1 to 2, given in e: 0.237, -0.338